No. 1
49
Properties=species:S:1:pos:R:3:forces:R:3 method="wB97M-V/def2-TZVPD" largest_force_ev_per_a=5.1 total_charge=-1 homo_lumo_gap_ha=0.29056 e_homo_ha=-0.1901
C -0.292752 -2.115028 0.173575 0.00 -0.11 -0.13
S 1.108982 -2.685500 1.218969 0.23 -2.19 -0.33
O 0.614896 -3.678214 2.170203 -0.36 1.07 -0.08
O 2.146925 -3.244577 0.350198 -0.42 0.94 0.00
C 1.776327 -1.132431 1.998363 1.34 3.95 2.87
O 2.071748 -0.235998 1.176412 -0.75 -1.57 -0.63
O 1.897577 -0.979475 3.260454 -0.84 -2.03 -2.42
H -1.221984 -2.623046 0.503334 0.66 0.43 0.14
H -0.353465 -1.011458 0.253342 -0.01 -0.67 -0.13
H -0.111690 -2.462685 -0.866371 0.17 0.41 0.77
C 2.365292 2.865683 3.145874 0.20 0.04 -0.20
C 2.453324 3.658181 4.439593 0.06 -0.07 0.22
C 1.145206 4.431694 4.425653 -0.18 0.07 -0.17
O 0.195132 3.621661 3.732177 0.20 0.14 0.04
C 0.887855 2.535172 3.081141 -0.18 -0.35 0.09
H 2.996631 1.978518 3.128299 -0.15 -0.05 -0.04
H 2.645309 3.502715 2.300370 0.00 -0.03 0.01
H 2.474003 2.973585 5.292105 0.01 0.02 -0.02
H 3.329453 4.305800 4.500864 -0.03 0.01 0.00
H 1.248328 5.376724 3.877451 0.08 0.07 0.08
H 0.774638 4.651396 5.430076 -0.08 0.00 -0.04
H 0.661097 1.615131 3.625709 0.12 -0.06 -0.12
H 0.524997 2.426847 2.058394 -0.07 0.05 0.06
C -0.774516 -5.149243 -4.415331 0.23 -0.11 -0.13
C -1.857832 -5.928819 -3.691468 -0.29 0.01 -0.05
C -1.461825 -5.735205 -2.236942 0.22 -0.03 0.21
O -0.821035 -4.459040 -2.150590 -0.15 -0.18 -0.36
C -0.548232 -3.980506 -3.471378 -0.08 0.22 0.15
H -1.054987 -4.835849 -5.421456 0.00 0.02 0.03
H 0.133910 -5.753952 -4.486570 -0.02 0.04 -0.01
H -2.833334 -5.470179 -3.878245 0.01 -0.04 0.01
H -1.914186 -6.978437 -3.981696 0.02 0.02 0.03
H -0.742563 -6.495821 -1.915565 -0.07 -0.06 0.01
H -2.318535 -5.760157 -1.561238 0.07 0.07 0.05
H -1.242669 -3.159229 -3.682935 0.04 0.02 -0.10
H 0.471124 -3.593915 -3.516672 -0.02 0.00 0.12
C -0.433338 3.686338 -1.904200 -0.11 0.02 -0.24
C -1.402555 4.353442 -0.941427 0.08 0.20 0.19
C -2.290236 3.188970 -0.532832 -0.12 -0.22 -0.06
O -1.479694 2.012156 -0.591521 -0.04 0.30 -0.16
C -0.251685 2.322947 -1.261739 0.26 -0.19 0.26
H 0.505059 4.226827 -2.029624 -0.01 -0.04 0.04
H -0.899473 3.578712 -2.888570 0.03 0.01 0.01
H -0.859309 4.731965 -0.071145 -0.04 -0.01 -0.01
H -1.960904 5.180998 -1.381016 -0.02 -0.04 0.01
H -3.123850 3.060380 -1.233673 -0.06 0.10 0.02
H -2.696771 3.302698 0.473701 0.04 -0.09 0.00
H 0.544985 2.334954 -0.511345 0.08 -0.03 -0.10
H -0.025376 1.545272 -1.992711 -0.06 -0.08 0.10

No. 2
8
Properties=species:S:1:pos:R:3:forces:R:3 method="wB97M-V/def2-TZVPD" smiles="C=C=S.C#N" largest_force_ev_per_a=5.1 total_charge=0 homo_lumo_gap_ha=0.29032 e_homo_ha=-0.3044
C -0.442160 -0.716595 -1.842995 -1.83 1.34 4.04
C 0.737768 0.959516 0.998163 2.87 0.29 -3.32
C -0.142440 0.146887 1.408339 -2.04 -1.55 2.76
N -0.946167 -0.394880 -0.838902 -0.13 -1.26 -4.93
S 1.841122 1.439133 -0.089737 -1.12 0.25 1.80
H 0.093774 -0.975042 -2.677617 0.91 -0.47 -1.62
H -0.457877 -0.679311 0.665593 0.87 1.42 2.11
H -0.684019 0.220293 2.377156 0.46 -0.02 -0.83

No. 3
13
Properties=species:S:1:pos:R:3:forces:R:3 method="wB97M-V/def2-TZVPD" largest_force_ev_per_a=6.5 total_charge=+1 homo_lumo_gap_ha="0.17873 / 0.35373" spin_multiplicity=3 e_homo_ha="-0.3886 / -0.5902"
C -1.868984 -0.033607 -0.171306 0.03 0.61 -0.11
C 3.403727 0.362095 0.304748 2.61 0.78 1.57
C -2.679641 0.941041 -0.237763 -0.26 0.10 -0.02
C -0.936840 -1.024194 -0.126729 0.20 -0.99 0.18
N 1.434014 -0.002174 -0.976802 -5.41 -0.68 -3.52
N 2.372761 0.152442 -0.349246 2.55 0.12 1.47
H 4.194869 -0.362303 0.324581 0.56 -0.48 0.19
H 3.539062 1.300904 0.815766 0.22 0.49 0.36
H -2.411751 1.927639 -0.589859 0.38 0.12 -0.11
H -3.722026 0.848106 0.039350 -0.17 -0.30 0.13
H -1.098453 -1.829937 -0.843349 0.01 0.03 -0.10
H -0.693197 -1.381292 0.873956 0.00 0.09 0.09
H 0.092254 -0.534518 -0.505631 -0.72 0.10 -0.13

No. 4
24
Properties=species:S:1:pos:R:3:forces:R:3 method="wB97M-V/def2-TZVPD" largest_force_ev_per_a=0.5 total_charge=+1 homo_lumo_gap_ha=0.37009 e_homo_ha=-0.4805
C 1.874023 -0.794044 0.596038 -0.14 -0.02 -0.12
O 1.487692 -0.135736 1.787324 -0.30 0.10 -0.07
C 2.071834 0.258026 -0.497288 0.45 -0.09 0.03
N 1.515761 -0.192426 -1.784784 -0.40 -0.27 -0.03
H 2.799763 -1.350108 0.747197 0.05 -0.10 0.04
H 1.099850 -1.518222 0.299533 0.13 0.08 -0.12
H 1.044000 -0.775291 2.350611 0.18 -0.01 0.25
H 1.571900 1.180717 -0.212726 -0.12 -0.02 0.11
H 3.137114 0.485187 -0.581222 -0.07 0.09 -0.06
H 2.047257 -0.964459 -2.181693 0.01 0.15 0.08
H 1.516326 0.552571 -2.470500 0.28 0.10 -0.05
C -1.762563 0.992623 0.204508 -0.03 -0.08 -0.14
N -2.234648 1.138514 1.557451 -0.07 -0.22 0.11
C -1.721398 -0.493144 -0.134922 0.00 0.13 -0.08
N -1.151755 -0.684297 -1.511857 0.20 -0.12 0.22
H -0.771519 1.427695 0.031817 0.09 0.03 -0.05
H -2.455227 1.486750 -0.478328 -0.07 0.07 0.00
H -1.485337 1.030977 2.221882 0.15 -0.03 0.15
H -2.673079 2.025338 1.736297 -0.11 0.19 -0.08
H -2.717407 -0.935357 -0.114286 0.06 0.09 0.10
H -1.082820 -1.012903 0.574731 0.01 -0.13 -0.04
H -1.345792 -1.621102 -1.857625 0.00 -0.07 -0.01
H -1.603879 -0.035842 -2.148643 -0.08 0.10 -0.19
H -0.048504 -0.521182 -1.580473 -0.24 0.02 -0.04